Entry 1:
Computed, not measured: an isolated ion of composition C10H11N4 and charge +1, with ωB97M-V/def2-TZVPD.

Calculated values
**HOMO-LUMO gap**: 7.241 eV
**2S+1**: 1
**Charge**: +1
**ΔE to the lowest compared entry with this formula, charge and spin**: 50.21 kcal per mole
**LUMO energy**: -5.09 eV

Geometry as XYZ:
```
25
Properties=species:S:1:pos:R:3:lowdin_charge:R:1
C 0.545 1.454 -1.229 0.0869
N 0.850 1.463 -2.434 0.1261
C 0.701 0.483 -3.222 0.0011
N 0.241 -0.800 -2.613 0.1242
C -0.274 -0.724 -1.244 -0.3345
N -1.586 -0.610 -0.821 0.1864
C -1.478 -0.266 0.503 -0.2446
C -2.463 0.050 1.474 0.0478
C -1.855 0.597 2.638 -0.0635
C -0.503 0.725 2.956 -0.0605
C 0.449 0.136 2.102 -0.0083
C -0.130 -0.420 0.966 -0.1688
N 0.606 -0.672 -0.192 -0.1108
C 1.838 -1.410 -0.274 0.0128
H -0.444 1.729 -0.804 0.1605
H 1.338 1.563 -0.546 0.1189
H 0.985 0.491 -4.265 0.1497
H -0.521 -1.268 -3.152 0.1603
H -3.473 0.149 1.200 0.1041
H -2.560 1.127 3.273 0.1104
H -0.044 0.915 3.968 0.1367
H 1.416 -0.034 2.481 0.1009
H 2.266 -1.345 0.751 0.1026
H 1.563 -2.489 -0.539 0.1413
H 2.533 -0.847 -0.977 0.1203
```

---

Entry 2:
Computed, not measured: one molecule with the formula C10H11N5, with ωB97M-V/def2-TZVPD.

Calculated values
**HOMO-LUMO gap (alpha / beta)**: 7.220 / 7.989 eV
**2S+1**: 3
**⟨S²⟩**: 2.03
**LUMO energy (alpha / beta)**: 0.19 / -0.70 eV

Geometry as XYZ:
```
26
Properties=species:S:1:pos:R:3:lowdin_charge:R:1
C 3.865 -1.795 0.229 -0.1948
C 1.932 -1.067 0.789 -0.1182
C -1.879 0.073 0.005 0.0151
C -0.792 0.434 -0.671 -0.1672
C -2.004 -1.377 0.058 -0.3577
C -0.351 -0.820 -1.401 -0.4714
C -2.948 -2.007 0.726 0.0563
C -0.296 1.847 -0.833 -0.0930
C 1.019 1.921 0.077 -0.1644
C 2.154 1.089 -0.408 -0.0849
N 2.715 -2.074 0.913 0.0517
N 3.772 -0.630 -0.376 0.0706
N 0.354 -0.909 -2.400 0.2648
N 2.661 -0.074 0.005 -0.1412
N -0.889 -1.836 -0.666 0.1209
H 4.689 -2.514 0.099 0.1111
H 0.875 -0.906 1.125 0.1320
H -2.400 0.849 0.545 0.1290
H -3.023 -3.128 0.494 0.0915
H -3.825 -1.440 1.054 0.0685
H -0.113 2.199 -1.822 0.1078
H -0.950 2.564 -0.337 0.1101
H 1.265 2.959 -0.009 0.0963
H 0.912 1.693 1.106 0.0996
H 2.796 1.699 -1.136 0.1451
H -0.909 -2.777 -0.847 0.1224
```

---

Entry 3:
Computed, not measured: C10H11NO as an isolated structure, with ωB97M-V/def2-TZVPD.

Calculated values
**HOMO-LUMO gap**: 8.352 eV
**2S+1**: 1
**ΔE to the lowest compared entry with this formula, charge and spin**: 166.54 kcal per mole
**LUMO energy**: 0.30 eV

Geometry as XYZ:
```
23
Properties=species:S:1:pos:R:3:lowdin_charge:R:1
C -0.830 -3.295 0.420 -0.1158
C 0.023 -2.065 0.175 -0.3223
C 1.350 -1.896 0.242 -0.0586
C 1.743 -0.533 -0.088 -0.0785
C 0.950 0.426 -0.567 -0.2253
C 0.549 2.802 0.328 -0.1599
C -0.796 2.705 -0.527 -0.1084
C -1.461 1.343 -0.476 -0.4358
C -0.497 0.216 -0.423 -0.1019
C -0.913 -1.066 -0.438 0.0287
H -1.904 -2.950 1.061 0.1426
H -1.288 -4.133 -0.522 0.1700
H -0.480 -3.908 1.171 -0.0078
H 1.999 -2.740 1.152 0.2198
H 2.780 -0.436 0.347 0.1187
H 2.535 1.731 -0.339 0.1834
H 0.698 3.957 0.243 0.1334
H 0.304 2.205 1.521 0.1937
H -1.431 3.539 -0.524 0.0869
H -0.173 2.536 -1.558 0.1716
H -1.948 -1.427 -0.435 0.1146
N 1.399 1.777 -0.388 -0.0877
O -2.612 1.212 -0.376 0.1385
```

---

Entry 4:
Computed, not measured: one molecule with the formula C10H11NO2, with ωB97M-V/def2-TZVPD.

Calculated values
**HOMO-LUMO gap**: 8.264 eV
**2S+1**: 1
**ΔE to the lowest compared entry with this formula, charge and spin**: 128.83 kcal per mole
**LUMO energy**: -0.46 eV

Geometry as XYZ:
```
24
Properties=species:S:1:pos:R:3:lowdin_charge:R:1
C 0.499 -1.729 -0.201 -0.0077
C 0.642 -0.252 -0.071 -0.1268
C 1.898 0.458 -0.075 -0.1034
C 3.199 -0.273 0.298 -0.0148
N 1.899 1.867 -0.108 -0.3588
O 2.995 2.398 -0.115 0.0786
O 0.845 2.471 -0.234 0.0693
C -0.598 0.512 -0.101 -0.2154
C -1.400 0.673 -1.245 -0.0373
C -2.690 1.157 -1.129 -0.0876
C -3.251 1.516 0.099 -0.0688
C -2.381 1.648 1.211 -0.0700
C -1.090 1.227 1.021 -0.0718
H -0.219 -2.222 0.515 0.1182
H 0.102 -1.812 -1.202 0.0951
H 1.460 -2.143 0.087 0.0630
H 3.076 -1.303 0.413 0.0368
H 3.738 0.084 1.132 0.0720
H 3.839 -0.161 -0.591 0.0957
H -1.105 0.317 -2.187 0.0993
H -3.191 1.231 -2.097 0.1084
H -4.287 1.702 0.058 0.0807
H -2.531 2.063 2.249 0.1249
H -0.504 1.305 1.944 0.1204
```

---

Entry 5:
Computed, not measured: one molecule with the formula C10H11NO3S, with ωB97M-V/def2-TZVPD.

Calculated values
**HOMO-LUMO gap**: 8.275 eV
**2S+1**: 1
**ΔE to the lowest compared entry with this formula, charge and spin**: 125.89 kcal per mole
**LUMO energy**: 0.49 eV

Geometry as XYZ:
```
26
Properties=species:S:1:pos:R:3:lowdin_charge:R:1
C -0.043 2.643 0.591 -0.0563
C 0.707 1.166 0.804 -0.1475
C 0.845 0.487 -0.516 -0.3922
C 2.014 0.260 -1.063 -0.2851
S 2.398 -0.711 -2.633 0.9349
C 1.578 -2.267 -2.651 -0.4827
N 1.037 -2.967 -1.787 0.0812
C 0.513 -2.849 -0.527 -0.3106
O 0.934 -3.748 0.399 0.0822
C -0.496 -2.019 -0.090 -0.1050
O -1.110 -2.161 1.210 0.0103
C -2.146 -1.280 1.244 -0.1193
C -2.177 -0.498 0.181 -0.0442
C -1.212 -0.952 -0.855 -0.1839
O -0.263 0.152 -1.351 -0.0762
H 0.291 3.145 -0.378 0.0842
H 0.246 3.302 1.482 0.0769
H -1.118 2.336 0.572 0.0569
H 0.073 0.664 1.487 0.0747
H 1.636 1.230 1.446 0.1268
H 2.943 0.543 -0.544 0.0741
H 1.729 -2.689 -3.632 0.0644
H 1.375 -4.445 -0.139 0.1300
H -2.733 -1.178 2.161 0.1366
H -3.000 0.197 -0.239 0.1490
H -1.525 -1.222 -1.787 0.1212
```

---

Entry 6:
Computed, not measured: a 2-piece molecular cluster, C10H11NOS overall, with ωB97M-V/def2-TZVPD.

Calculated values
**HOMO-LUMO gap**: 7.842 eV
**2S+1**: 1
**ΔE to the lowest compared entry with this formula, charge and spin**: 149.62 kcal per mole
**LUMO energy**: -0.10 eV

Geometry as XYZ:
```
24
Properties=species:S:1:pos:R:3:lowdin_charge:R:1
C -0.210 0.099 1.289 -0.0481
C -0.400 -0.993 3.274 -0.3528
C -0.060 -1.137 1.976 -0.3018
C -0.681 1.127 2.125 -0.4724
C -0.944 2.748 -0.506 -0.0480
C -0.982 2.470 1.724 -0.2473
C -0.286 2.942 -1.879 -0.3324
C 0.069 3.898 -2.863 -0.0300
C -0.352 -2.692 -0.114 -0.1152
C 0.453 -2.280 1.079 -0.2125
N -0.344 1.732 -1.489 0.0958
O -1.233 3.440 2.357 0.0878
S -0.924 0.581 3.801 1.0543
H -0.183 0.182 0.122 0.1295
H -0.441 -1.732 4.019 0.0544
H -2.030 2.825 -0.595 0.0490
H -0.235 4.916 -2.670 0.0946
H -0.306 3.695 -3.775 0.0466
H 1.122 3.774 -3.124 0.1037
H -0.663 -1.860 -0.613 0.0244
H -1.215 -3.361 0.024 0.0827
H 0.254 -3.332 -0.806 0.0949
H 1.379 -1.912 0.709 0.0888
H 0.859 -3.268 1.626 0.1541
```

---

Entry 7:
Computed, not measured: a 2-piece molecular cluster, C10H11NOS2 overall, with ωB97M-V/def2-TZVPD.

Calculated values
**HOMO-LUMO gap (alpha / beta)**: 6.401 / 6.402 eV
**2S+1**: 1
**ΔE to the lowest compared entry with this formula, charge and spin**: 75.97 kcal per mole
**LUMO energy (alpha / beta)**: -1.15 / -1.15 eV

Geometry as XYZ:
```
25
Properties=species:S:1:pos:R:3:lowdin_charge:R:1
C 1.783 -2.004 0.970 0.0498
C 0.864 -1.257 0.329 -0.3084
C 0.201 -1.693 -0.942 -0.0324
N 0.881 0.092 0.643 0.1026
C -0.358 0.838 0.644 -0.1876
C -1.504 0.113 0.755 -0.1145
C -2.097 -0.985 0.813 -0.7545
S -3.339 -1.936 0.751 0.6804
C -0.380 2.225 0.677 -0.0101
C 0.818 2.956 0.740 -0.0010
C 1.952 2.174 0.864 -0.0286
C 2.036 0.852 0.801 -0.3584
O 3.105 0.187 0.942 0.1441
H 2.039 -2.938 0.558 0.0658
H 1.931 -2.036 2.103 0.1370
H 0.892 -2.218 -1.609 0.0869
H -0.338 -0.876 -1.565 0.1323
H -0.494 -2.539 -0.853 0.0829
H -1.356 2.696 0.489 0.1291
H 0.802 3.980 0.701 0.0895
H 2.934 2.611 1.174 0.1473
H 2.920 -0.741 0.690 0.0701
S -4.835 1.141 0.025 0.4038
H -4.803 -0.216 0.471 -0.2529
H -3.506 0.968 -0.117 -0.2733
```

---

Entry 8:
Computed, not measured: a 2-piece molecular cluster, C10H12 overall, with ωB97M-V/def2-TZVPD.

Calculated values
**HOMO-LUMO gap**: 10.151 eV
**2S+1**: 1
**ΔE to the lowest compared entry with this formula, charge and spin**: 17.41 kcal per mole
**LUMO energy**: 1.00 eV

Geometry as XYZ:
```
22
Properties=species:S:1:pos:R:3:lowdin_charge:R:1
C -1.221 0.151 -1.857 -0.1080
C 0.085 0.535 -2.160 -0.1022
C 0.700 1.555 -1.431 -0.1011
C 0.007 2.189 -0.399 -0.1080
C -1.300 1.805 -0.096 -0.1022
C -1.914 0.786 -0.825 -0.1011
H -1.705 -0.651 -2.430 0.1043
H 0.630 0.036 -2.972 0.1042
H 1.728 1.857 -1.669 0.1042
H 0.491 2.991 0.174 0.1043
H -1.844 2.305 0.716 0.1042
H -2.942 0.484 -0.586 0.1042
C 1.519 0.121 2.513 -0.1210
C 0.961 -0.956 1.693 -0.1054
C 0.497 -1.852 1.013 -0.1054
C -0.062 -2.929 0.194 -0.1210
H 2.006 -0.294 3.411 0.0751
H 0.721 0.812 2.833 0.0747
H 2.268 0.690 1.938 0.0752
H 0.169 -3.910 0.642 0.0751
H -1.158 -2.826 0.120 0.0751
H 0.363 -2.898 -0.823 0.0747
```

---

Copy entry 5 word for word.
Computed, not measured: one molecule with the formula C10H11NO3S, with ωB97M-V/def2-TZVPD.

Calculated values
**HOMO-LUMO gap**: 8.275 eV
**2S+1**: 1
**ΔE to the lowest compared entry with this formula, charge and spin**: 125.89 kcal per mole
**LUMO energy**: 0.49 eV

Geometry as XYZ:
```
26
Properties=species:S:1:pos:R:3:lowdin_charge:R:1
C -0.043 2.643 0.591 -0.0563
C 0.707 1.166 0.804 -0.1475
C 0.845 0.487 -0.516 -0.3922
C 2.014 0.260 -1.063 -0.2851
S 2.398 -0.711 -2.633 0.9349
C 1.578 -2.267 -2.651 -0.4827
N 1.037 -2.967 -1.787 0.0812
C 0.513 -2.849 -0.527 -0.3106
O 0.934 -3.748 0.399 0.0822
C -0.496 -2.019 -0.090 -0.1050
O -1.110 -2.161 1.210 0.0103
C -2.146 -1.280 1.244 -0.1193
C -2.177 -0.498 0.181 -0.0442
C -1.212 -0.952 -0.855 -0.1839
O -0.263 0.152 -1.351 -0.0762
H 0.291 3.145 -0.378 0.0842
H 0.246 3.302 1.482 0.0769
H -1.118 2.336 0.572 0.0569
H 0.073 0.664 1.487 0.0747
H 1.636 1.230 1.446 0.1268
H 2.943 0.543 -0.544 0.0741
H 1.729 -2.689 -3.632 0.0644
H 1.375 -4.445 -0.139 0.1300
H -2.733 -1.178 2.161 0.1366
H -3.000 0.197 -0.239 0.1490
H -1.525 -1.222 -1.787 0.1212
```

---

Look up the 2S+1 of the fifth one. 1